Computed, not measured: a molecular structure, C6H4N4S2 at a distorted geometry, with ωB97M-V with the def2-TZVPD basis set.

HOMO-LUMO gap (spin up / spin down): 6.5 / 6.8 eV
multiplicity: 1
total charge: 0

Element x y z (Å)
C -2.191 -0.031 -0.926
C -0.144 1.877 -1.746
C -0.362 -1.650 0.802
C -1.005 -0.860 1.738
C -0.804 -0.334 -1.181
C 0.237 0.853 -0.781
N -3.310 0.134 -0.739
N -0.505 2.719 -2.431
N -0.339 -1.481 -0.487
N 0.251 1.192 0.537
S -2.015 0.089 2.457
S -0.852 2.191 1.182
H 0.089 -2.437 1.293
H -0.647 -0.597 -2.163
H 1.160 0.248 -1.183
H 0.041 3.033 1.821